This record from the Open Molecules 2025 dataset describes one molecule with the formula C10H17N3O4. The level of theory is ωB97M-V with the def2-TZVPD basis set.

Geometry as XYZ:
```
34
C10H17N3O4, DFT ωB97M-V with the def2-TZVPD basis set
C 0.569 0.296 1.149
C -0.419 1.043 0.165
C 0.142 -1.122 1.409
C 1.352 -1.923 1.701
C 1.750 -1.916 3.287
C -1.418 1.445 -2.038
C -2.721 0.725 -1.764
C -0.760 1.440 -3.392
C -0.002 -0.071 -3.194
C 0.658 0.160 -1.903
H 0.758 2.140 2.401
H -0.414 0.817 2.831
H 1.503 0.233 0.683
H -0.528 -1.463 2.183
H -0.273 -1.580 0.453
H 2.312 -1.526 1.195
H 1.147 -3.006 1.180
H 1.808 -0.832 4.939
H 1.437 0.147 3.262
H -1.588 2.658 -1.989
H 0.176 2.264 -3.400
H -1.462 1.637 -4.384
H 0.756 -0.188 -3.813
H -0.658 -0.963 -2.915
H 0.907 -0.563 -1.135
H 1.319 0.976 -1.899
H -3.236 -1.000 -1.188
N 0.609 0.937 2.329
N 1.928 -0.716 3.932
N -0.421 0.861 -1.158
O -1.306 1.542 0.707
O 2.276 -2.908 3.963
O -3.781 0.844 -2.363
O -2.420 -0.389 -1.231
```

## Properties
**DFT total energy**: -23300.5971 eV
**SMILES string**: NC(=O)CC[C@H](N)C(=O)N1CCC[C@H]1C(=O)O
**LUMO**: 0.232 eV
**Energy above the lowest of the compared OMol25 structures with the same formula, charge and spin**: 7.358 eV
**HOMO-LUMO gap**: 8.68 eV